No. 1
The following is a quantum chemistry calculation of a structure of composition C21H43BrO7Si2, from the Open Molecules 2025 dataset.

Last column: Mulliken charge in e.
Positions of all 74 atoms, in Å:
1 C 3.4041 -3.0706 -0.6906  0.502
2 C 2.4556 -2.6300 -1.2905  -0.916
3 Si 0.9665 -2.0932 -2.1808  0.508
4 Br 1.4774 -1.6569 -4.2892  -0.256
5 O 0.3120 -0.7692 -1.4848  -0.071
6 Si -1.3526 -0.5937 -1.7188  0.088
7 C -2.2843 -1.6893 -0.5388  -0.283
8 C -3.7427 -1.9168 -0.9877  -0.840
9 C -3.9681 -3.1457 -1.8644  -0.649
10 O -3.9196 -2.8343 -3.2506  -0.335
11 C -2.8520 -3.3908 -3.9843  -0.459
12 H 4.2202 -3.5113 -0.1635  0.421
13 H -0.0178 -3.1821 -2.1132  -0.186
14 H -1.6501 -0.9818 -3.1128  -0.117
15 H -1.7488 0.8095 -1.5236  -0.168
16 H -1.7804 -2.6463 -0.3796  0.425
17 H -2.2837 -1.1972 0.4370  0.266
18 H -4.3732 -2.0072 -0.0994  0.430
19 H -4.1281 -1.0565 -1.5478  0.275
20 H -3.2404 -3.9309 -1.6289  0.443
21 H -4.9619 -3.5551 -1.6598  0.372
22 H -2.4650 -2.6392 -4.6751  0.090
23 H -3.1842 -4.2631 -4.5583  0.314
24 H -2.0264 -3.7003 -3.3355  0.172
25 C 4.7774 -0.1078 -4.5784  -0.828
26 C 6.1569 -0.2441 -5.1752  0.741
27 O 6.3300 -0.6631 -6.2948  -0.550
28 C 7.3151 0.1710 -4.2974  -1.083
29 H 4.0339 -0.4329 -5.3000  0.196
30 H 4.6934 -0.7150 -3.6750  0.248
31 H 4.5897 0.9325 -4.3056  0.324
32 H 7.3225 -0.4238 -3.3822  0.305
33 H 7.2128 1.2200 -4.0140  0.315
34 H 8.2507 0.0280 -4.8323  0.299
35 C -5.7185 0.9508 -4.6385  -1.286
36 C -4.2482 0.6278 -4.5384  1.004
37 O -3.6064 0.8802 -3.5464  -0.513
38 C -3.6177 -0.0397 -5.7358  -1.141
39 H -6.0541 1.4214 -3.7178  0.324
40 H -5.8987 1.6227 -5.4797  0.387
41 H -6.2879 0.0356 -4.8097  0.325
42 H -3.7195 0.5947 -6.6183  0.450
43 H -4.1222 -0.9862 -5.9392  0.270
44 H -2.5637 -0.2233 -5.5390  0.197
45 C 0.2671 -1.4317 2.2964  -0.452
46 C -0.4768 -2.6607 2.7512  0.878
47 O -1.5944 -2.9191 2.3675  -0.557
48 C 0.2543 -3.5681 3.7138  -1.240
49 H -0.3487 -0.8551 1.6110  -0.078
50 H 0.5177 -0.8058 3.1535  0.221
51 H 1.1908 -1.7239 1.7906  0.223
52 H 0.5111 -3.0184 4.6210  0.330
53 H 1.1826 -3.9219 3.2613  0.313
54 H -0.3742 -4.4180 3.9681  0.335
55 C 0.1329 3.6114 2.8536  -1.213
56 C 0.5304 2.3544 3.5890  0.954
57 O -0.2492 1.4419 3.7478  -0.577
58 C 1.9386 2.3107 4.1195  -0.915
59 H -0.9000 3.5346 2.5229  0.322
60 H 0.2487 4.4775 3.5085  0.313
61 H 0.7829 3.7593 1.9895  0.363
62 H 2.0806 3.1387 4.8179  0.140
63 H 2.6542 2.4241 3.3032  0.393
64 H 2.1128 1.3645 4.6278  0.276
65 C 1.9860 5.3583 8.6855  -1.222
66 C 1.5831 4.7838 7.3504  0.904
67 O 2.3451 4.7695 6.4108  -0.572
68 C 0.1833 4.2279 7.2494  -0.870
69 H 3.0082 5.7241 8.6348  0.313
70 H 1.3177 6.1773 8.9571  0.338
71 H 1.9095 4.5931 9.4599  0.329
72 H -0.5455 5.0090 7.4720  0.348
73 H 0.0457 3.4252 7.9758  0.326
74 H 0.0031 3.8406 6.2492  0.067

Values from the calculation:
Frontier orbital gap: 9.93 eV
Charge: 0
LUMO energy: 0.0222 Eh

---

No. 2
The following is a quantum chemistry calculation of a structure of composition C21H43CeN2P3Se at a distorted geometry, from the Open Molecules 2025 dataset.

Last column: Mulliken charge in e.
Positions of all 71 atoms, in Å:
1 Ce 0.2837 0.4191 0.4957  -0.607
2 P -0.5155 1.2773 3.1482  1.208
3 P 0.0036 -2.2169 1.8152  0.821
4 P -2.5619 -0.1993 -0.0298  1.007
5 H 1.4031 2.8537 -1.8768  0.471
6 C 0.5473 2.4922 -1.2851  -0.528
7 C 0.5036 2.6274 0.0969  0.393
8 H 1.4190 2.5290 0.7105  0.542
9 C 0.7585 2.0718 4.2048  -1.559
10 C -1.4773 0.3268 4.3667  -1.184
11 C -1.5908 2.7462 2.8340  -1.354
12 C 0.5278 -3.3868 0.4958  -1.221
13 C 1.3598 -2.4403 3.0225  -1.108
14 C -1.3382 -3.1592 2.6389  -1.276
15 C -3.2234 1.0002 -1.2186  -1.138
16 C -3.8057 -0.2176 1.3094  -1.171
17 C -2.8036 -1.8339 -0.8115  -0.703
18 H -0.3823 2.5377 -1.8581  0.347
19 H -0.4677 2.7140 0.6392  -0.621
20 H 1.5265 2.5615 3.5923  0.451
21 H 1.2451 1.3103 4.8227  0.429
22 H 0.2929 2.8174 4.8605  0.519
23 H -0.8889 -0.5443 4.6810  0.378
24 H -2.4255 -0.0161 3.9326  0.328
25 H -1.6849 0.9528 5.2441  0.518
26 H -1.2503 3.3332 1.9732  0.601
27 H -1.5756 3.4174 3.7001  0.531
28 H -2.6230 2.4443 2.6301  0.354
29 H 0.7229 -4.3556 0.9748  0.492
30 H 1.4438 -3.0318 0.0002  0.351
31 H -0.2547 -3.4967 -0.2689  0.337
32 H 1.2391 -3.4233 3.4974  0.519
33 H 1.3345 -1.6463 3.7799  0.319
34 H 2.3352 -2.3880 2.5269  0.357
35 H -0.9250 -4.1312 2.9511  0.551
36 H -2.1889 -3.3109 1.9606  0.374
37 H -1.7009 -2.6023 3.5152  0.362
38 H -4.2941 0.8513 -1.4171  0.475
39 H -2.6800 0.9157 -2.1705  0.293
40 H -3.1005 2.0162 -0.8176  0.409
41 H -4.8200 -0.2859 0.8866  0.543
42 H -3.7298 0.7052 1.9058  0.310
43 H -3.6228 -1.0780 1.9725  0.266
44 H -3.8121 -1.9225 -1.2362  0.485
45 H -2.6501 -2.6340 -0.0782  0.156
46 H -2.0846 -2.0186 -1.6217  -0.160
47 C 0.2373 0.0754 -4.5589  0.632
48 C 1.0309 1.2058 -4.8371  -0.166
49 C 0.9386 1.7505 -6.1378  -0.668
50 C 0.1560 1.1005 -7.1049  -0.384
51 C -0.4449 -0.1415 -6.8443  -0.766
52 C -0.2745 -0.7019 -5.6016  -0.559
53 Se -0.1059 -0.6914 -2.8319  0.299
54 H -1.2481 -1.4293 -3.4615  0.163
55 H 1.6978 1.6234 -4.0714  0.360
56 H 1.4971 2.6579 -6.4195  0.398
57 H 0.0804 1.5426 -8.1000  0.422
58 H -1.0185 -0.6954 -7.5770  0.420
59 H -0.6230 -1.7077 -5.4244  0.549
60 C 3.5074 0.2013 -1.6674  -0.800
61 C 3.6025 0.0935 -0.1934  0.255
62 N 2.6684 0.5370 0.6648  0.275
63 C 3.1741 0.3722 1.9620  -0.403
64 C 4.3690 -0.2612 1.8633  -0.792
65 N 4.6360 -0.3977 0.5067  -0.037
66 H 4.4625 -0.0292 -2.1518  0.538
67 H 2.7600 -0.4642 -2.1332  0.073
68 H 3.2227 1.2331 -1.9269  0.161
69 H 2.6405 0.7687 2.8174  0.424
70 H 5.0433 -0.5721 2.6318  0.471
71 H 5.5223 -0.6512 0.1014  0.269

Values from the calculation:
ΔE to the lowest compared entry with this formula, charge and spin: 0.0 kJ/mol
Frontier orbital gap (spin up / spin down): 3.64 / 3.59 eV
Charge: +4
LUMO energy (spin up / spin down): -0.5510 / -0.5502 Eh

---

No. 3
The following is a quantum chemistry calculation of a cluster of 5 separate species, C21H43F3N2O9PS in total at a distorted geometry, from the Open Molecules 2025 dataset.

Last column: Mulliken charge in e.
Positions of all 80 atoms, in Å:
1 C 0.3981 -1.3136 2.0168  -0.680
2 C 0.7788 -0.8657 0.4532  0.721
3 C 2.0881 -1.5992 -0.2076  -1.199
4 N -0.0131 0.0885 -0.1379  -0.362
5 N 0.5694 1.3221 0.1911  0.388
6 C 1.7263 1.7573 -0.7261  -0.149
7 C 2.5553 3.1765 -0.4656  -0.493
8 C 2.0671 4.0772 0.8304  -0.030
9 S 2.9657 5.7022 1.2796  0.983
10 O 3.6291 6.2673 -0.0233  -0.530
11 O 2.0181 6.7594 1.9122  -0.519
12 C 4.2603 5.1854 2.5844  0.669
13 F 4.4060 3.6858 2.4888  -0.227
14 F 5.5971 5.7708 2.3234  -0.158
15 F 3.7300 5.4484 3.9532  -0.175
16 C 0.8177 3.5757 1.7661  -0.447
17 C 0.0651 2.1342 1.3747  0.089
18 P -1.4092 1.6464 2.5105  0.959
19 O -0.9010 1.1326 3.9253  -0.587
20 O -2.4997 0.4803 1.8152  -0.348
21 O -2.3170 3.1479 2.7818  -0.518
22 H -0.7640 -1.4733 2.1210  0.131
23 H 0.8078 -0.4430 2.7077  0.198
24 H 0.9934 -2.2837 2.3083  0.417
25 H 2.1495 -1.5494 -1.3766  0.336
26 H 3.0599 -1.0722 0.2389  0.320
27 H 2.1736 -2.7407 0.0899  0.390
28 H 2.0828 1.1220 -1.6663  0.350
29 H 3.4514 3.5266 -1.1720  0.383
30 H 0.4470 4.1878 2.7016  0.465
31 H -2.8351 0.8367 0.9410  0.305
32 H -2.0206 3.8468 2.1214  0.352
33 C 1.1741 7.5060 -2.7526  -1.158
34 C -0.0665 6.8798 -2.1359  0.377
35 C -0.5899 7.7129 -0.9767  -1.133
36 O 0.2469 5.5692 -1.6718  -0.494
37 H 1.9848 7.5747 -2.0183  0.253
38 H 1.5469 6.8893 -3.5774  0.304
39 H 0.9620 8.5098 -3.1336  0.396
40 H -0.8462 6.7797 -2.8988  0.304
41 H 0.1581 7.7890 -0.1796  0.244
42 H -1.4755 7.2438 -0.5349  0.281
43 H -0.8551 8.7229 -1.3045  0.395
44 H 0.9385 5.6484 -0.9940  0.252
45 C -3.6909 -2.6570 -2.7647  -1.241
46 C -2.8282 -2.6954 -1.5133  0.355
47 C -3.6679 -2.5340 -0.2562  -1.181
48 O -1.8622 -1.6493 -1.5735  -0.459
49 H -4.2130 -1.6974 -2.8515  0.479
50 H -3.0719 -2.7619 -3.6622  0.209
51 H -4.4348 -3.4598 -2.7562  0.365
52 H -2.2820 -3.6440 -1.4719  0.244
53 H -4.1891 -1.5701 -0.2541  0.245
54 H -3.0324 -2.5512 0.6358  0.241
55 H -4.4110 -3.3332 -0.1724  0.422
56 H -2.3382 -0.8031 -1.6106  0.294
57 C 2.3791 -5.0537 5.0246  -1.304
58 C 2.7025 -3.6115 4.6685  0.427
59 C 3.1589 -2.8283 5.8892  -1.342
60 O 1.5451 -2.9908 4.1149  -0.470
61 H 1.5657 -5.1037 5.7573  0.334
62 H 2.0402 -5.6020 4.1390  0.328
63 H 3.2543 -5.5639 5.4389  0.390
64 H 3.4851 -3.5881 3.9024  0.250
65 H 2.3732 -2.7993 6.6525  0.352
66 H 3.3763 -1.7890 5.6203  0.321
67 H 4.0575 -3.2716 6.3294  0.396
68 H 0.8449 -3.0071 4.7882  0.274
69 C -3.7990 -7.0349 -5.1985  -1.387
70 C -3.1207 -5.6971 -4.9497  0.503
71 C -1.8300 -5.5741 -5.7438  -1.310
72 O -2.8346 -5.5639 -3.5599  -0.484
73 H -3.1541 -7.8650 -4.8885  0.345
74 H -4.7200 -7.1144 -4.6111  0.347
75 H -4.0465 -7.1613 -6.2570  0.378
76 H -3.8006 -4.8832 -5.2239  0.274
77 H -1.1154 -6.3523 -5.4532  0.343
78 H -1.3465 -4.6115 -5.5454  0.299
79 H -2.0184 -5.6566 -6.8188  0.393
80 H -2.2315 -6.2827 -3.3075  0.317

Values from the calculation:
Frontier orbital gap: 6.08 eV
Charge: +1
LUMO energy: -0.2152 Eh